Entry one
Here is 2 unconnected molecules or ions with the total composition C6H14NO from the OMol25 dataset. Energies are from ωB97M-V/def2-TZVPD.

The geometry in XYZ format:
```
22
C6H14NO ωB97M-V/def2-TZVPD
C -0.345 -2.904 -1.323
C -0.771 -1.656 -1.228
O -1.644 -1.338 -0.169
C -0.480 -0.508 -2.162
H 0.174 -3.227 -2.214
H -0.632 -3.630 -0.577
H -2.345 -0.788 -0.552
H -0.935 -0.687 -3.139
H -0.905 0.427 -1.801
H 0.588 -0.403 -2.359
C 0.821 3.430 1.735
C 0.942 1.947 1.705
C 0.714 1.176 0.656
N 0.781 -0.295 0.768
H 0.158 3.796 0.954
H 0.418 3.729 2.702
H 1.789 3.919 1.614
H 1.281 1.432 2.604
H 0.519 1.555 -0.337
H 1.470 -0.561 1.470
H -0.155 -0.698 0.942
H 1.058 -0.692 -0.134
```

## Properties
charge = +1
highest occupied orbital energy = -0.486 Ha
LUMO = -3.01 eV

Results of the natural (NBO) charge analysis, in e, for atoms 1 through 2: atom 1 (C): -0.446, atom 2 (C): 0.242



Entry two
Here is 2 unconnected molecules or ions with the total composition C6H14NO from the OMol25 dataset. Energies are from ωB97M-V/def2-TZVPD.

The geometry in XYZ format:
```
22
C6H14NO ωB97M-V/def2-TZVPD
C 0.685 0.285 1.557
C 0.426 -1.013 1.391
C 1.396 -2.071 0.926
C -0.326 1.285 2.096
H 1.651 0.711 1.322
H -0.509 -1.415 1.792
H 1.556 -2.803 1.717
H 0.984 -2.585 0.058
H 2.337 -1.609 0.622
H -1.296 0.840 2.326
H -0.391 2.132 1.402
H 0.071 1.698 3.025
O 0.144 2.026 -2.599
C -0.041 0.906 -2.979
C -0.589 -0.129 -2.035
N -1.154 0.574 -0.835
H 0.174 0.554 -4.002
H -1.393 -0.743 -2.436
H 0.177 -0.835 -1.695
H -2.156 0.697 -0.988
H -1.019 0.001 0.011
H -0.728 1.494 -0.678
```

## Properties
charge = +1
highest occupied orbital energy = -0.493 Ha
LUMO = -3.48 eV

Results of the natural (NBO) charge analysis, in e, for atoms 1 through 2: atom 1 (C): -0.193, atom 2 (C): -0.238



Which structure is the least stable? The one labeled entry one.



Entry one
Here is 2 unconnected molecules or ions with the total composition C6H14NO from the OMol25 dataset. Energies are from ωB97M-V/def2-TZVPD.

The geometry in XYZ format:
```
22
C6H14NO ωB97M-V/def2-TZVPD
C -0.059 1.213 1.605
C -0.046 2.024 0.303
C 0.028 1.223 -0.960
C 1.028 0.320 -1.106
C 1.056 -0.546 -2.265
C 1.449 -1.819 -2.275
N -1.446 0.504 1.640
H -0.013 1.800 2.515
H 0.618 0.367 1.646
H -0.833 2.767 0.458
H 0.813 2.714 0.294
H -0.632 1.419 -1.792
H 1.581 0.043 -0.219
H 0.682 -0.083 -3.173
H 1.821 -2.289 -1.372
H 1.371 -2.440 -3.152
H -2.239 1.007 1.250
H -1.738 0.523 2.615
H -1.334 -0.412 1.187
H -1.165 -3.418 0.972
H 0.004 -2.442 0.911
O -0.947 -2.474 0.918
```

## Properties
charge = +1
highest occupied orbital energy = -0.446 Ha
LUMO = -3.31 eV

Results of the natural (NBO) charge analysis, in e, for atoms 1 through 2: atom 1 (C): -0.182, atom 2 (C): -0.483



Entry two
Here is 2 unconnected molecules or ions with the total composition C6H14NO from the OMol25 dataset. Energies are from ωB97M-V/def2-TZVPD.

The geometry in XYZ format:
```
22
C6H14NO ωB97M-V/def2-TZVPD
C -1.676 0.670 0.197
C -2.802 -0.193 0.200
C 0.018 -1.878 -0.402
C 1.310 0.694 -1.261
C 1.522 1.277 1.086
C 0.076 -0.558 0.375
N 1.352 0.173 0.140
O -1.331 1.768 0.091
H -2.938 -0.644 -0.788
H -2.591 -0.935 0.863
H -3.822 0.315 0.416
H 0.184 -1.768 -1.510
H -0.830 -2.435 -0.200
H 0.796 -2.659 -0.083
H 1.039 1.720 -1.272
H 2.324 0.665 -1.582
H 0.473 0.183 -1.873
H 0.639 1.957 1.270
H 1.878 0.928 2.121
H 2.372 2.014 0.658
H -0.116 -0.860 1.458
H 2.122 -0.433 0.096
```

## Properties
charge = +1
highest occupied orbital energy = -0.472 Ha
LUMO = -2.77 eV

Results of the natural (NBO) charge analysis, in e, for atoms 1 through 2: atom 1 (C): 0.765, atom 2 (C): -0.777



Which structure is the least stable? The one labeled entry two.



Entry one
Here is a single C5H12 molecule from the OMol25 dataset. Energies are from ωB97M-V/def2-TZVPD.

The geometry in XYZ format:
```
17
C5H12 ωB97M-V/def2-TZVPD
C 0.242 -1.720 0.763
C 1.030 -0.467 0.344
C 0.190 0.784 -0.015
C -1.227 0.759 0.564
C 0.109 0.963 -1.531
H 0.831 -2.611 0.516
H -0.018 -1.739 1.820
H -0.653 -1.844 0.152
H 1.758 -0.207 1.110
H 1.582 -0.756 -0.554
H 0.667 1.661 0.424
H -1.713 1.732 0.503
H -1.210 0.474 1.620
H -1.831 -0.005 0.073
H -0.362 1.905 -1.808
H -0.488 0.155 -1.970
H 1.093 0.918 -2.010
```

## Properties
SMILES string = CCC(C)C
highest occupied orbital energy = -0.404 Ha
LUMO = 1.18 eV

Results of the natural (NBO) charge analysis, in e, for atoms 1 through 2: atom 1 (C): -0.614, atom 2 (C): -0.395



Entry two
Here is 2 unconnected molecules or ions with the total composition C5H12 from the OMol25 dataset. Energies are from ωB97M-V/def2-TZVPD.

The geometry in XYZ format:
```
17
C5H12 ωB97M-V/def2-TZVPD
C -1.079 3.625 -2.201
C -1.346 2.581 -1.460
H -0.203 4.212 -1.900
H -1.567 4.187 -2.934
H -0.863 2.077 -0.653
H -2.248 2.053 -1.698
C -0.124 -1.336 0.048
C 0.390 -2.158 1.283
C 1.762 -1.746 1.817
H 0.041 -0.203 0.178
H -1.273 -1.528 -0.006
H 0.220 -1.671 -1.050
H 0.307 -3.212 0.965
H -0.469 -1.948 2.004
H 2.490 -2.637 1.644
H 2.297 -1.015 1.156
H 1.666 -1.280 2.807
```

## Properties
SMILES string = C=C.CCC
highest occupied orbital energy = -0.379 Ha
LUMO = 1.09 eV

Results of the natural (NBO) charge analysis, in e, for atoms 1 through 2: atom 1 (C): -0.381, atom 2 (C): -0.376



Which structure is the least stable? The one labeled entry two.



Entry one
Here is a single C4H6N2S molecule from the OMol25 dataset. Energies are from ωB97M-V/def2-TZVPD.

The geometry in XYZ format:
```
13
C4H6N2S ωB97M-V/def2-TZVPD
C -0.312 1.625 -0.134
C 0.995 1.293 -0.074
C -0.972 0.360 -0.074
C 1.227 -0.132 0.162
N -0.120 -0.669 -0.122
N -0.513 -1.975 0.053
S -2.801 0.025 0.103
H -0.718 2.590 -0.117
H 1.776 2.058 -0.076
H 1.911 -0.422 -0.719
H 1.694 -0.512 1.113
H -0.934 -2.305 -0.919
H -1.232 -1.936 0.803
```

## Properties
SMILES string = NN1CC=CC1=S
highest occupied orbital energy = -0.295 Ha
LUMO = -0.17 eV

Results of the natural (NBO) charge analysis, in e, for atoms 1 through 2: atom 1 (C): -0.279, atom 2 (C): -0.118



Entry two
Here is 2 unconnected molecules or ions with the total composition C4H6N2S from the OMol25 dataset. Energies are from ωB97M-V/def2-TZVPD.

The geometry in XYZ format:
```
13
C4H6N2S ωB97M-V/def2-TZVPD
C 1.144 -1.992 0.193
C -1.826 1.511 -0.625
C 0.838 -1.224 1.079
C -0.714 0.849 -0.846
N 0.761 -0.224 1.989
N 0.088 0.127 -1.599
S -0.632 2.207 0.465
H 1.202 -2.926 -0.269
H -2.863 1.603 -0.663
H -0.152 0.067 2.142
H 1.177 0.619 1.590
H -0.094 -0.762 -2.134
H 1.070 0.145 -1.321
```

## Properties
SMILES string = NC1=CS1.C#CN
highest occupied orbital energy = -0.266 Ha
LUMO = 0.68 eV

Results of the natural (NBO) charge analysis, in e, for atoms 1 through 2: atom 1 (C): -0.402, atom 2 (C): -0.446



Which structure is the least stable? The one labeled entry two.



Entry one
Here is a single C4H6N2S molecule from the OMol25 dataset. Energies are from ωB97M-V/def2-TZVPD.

The geometry in XYZ format:
```
13
C4H6N2S ωB97M-V/def2-TZVPD
C -0.065 1.783 -0.124
C -1.416 -1.333 -0.007
C -0.079 -1.722 -0.228
C 0.597 -0.507 -0.242
H -0.952 2.323 -0.670
H 0.185 1.953 0.938
H 0.940 2.101 -0.585
H -2.281 -2.019 0.282
H 0.367 -2.611 -0.270
H 2.388 0.066 1.114
N -0.337 0.414 -0.186
N -1.668 -0.002 0.055
S 2.319 -0.446 -0.075
```

## Properties
SMILES string = Cn1nccc1S
highest occupied orbital energy = -0.330 Ha
LUMO = 0.60 eV

Results of the natural (NBO) charge analysis, in e, for atoms 1 through 2: atom 1 (C): -0.427, atom 2 (C): -0.034



Entry two
Here is a single C4H6N2S molecule from the OMol25 dataset. Energies are from ωB97M-V/def2-TZVPD.

The geometry in XYZ format:
```
13
C4H6N2S ωB97M-V/def2-TZVPD
C 1.392 -0.538 -0.961
C 0.065 -0.521 -0.864
C -1.766 1.019 -0.415
C 0.509 -0.232 1.906
H 2.195 0.053 -0.432
H 1.878 -1.227 -1.733
H -0.581 -1.052 -1.566
H -2.110 1.645 0.387
H 0.730 -1.280 1.397
H 1.006 0.108 2.828
N -0.658 0.383 0.022
N -0.252 0.749 1.370
S -2.407 0.892 -1.940
```

## Properties
SMILES string = C=CN(C=S)N=C
highest occupied orbital energy = -0.312 Ha
LUMO = 0.05 eV

Results of the natural (NBO) charge analysis, in e, for atoms 1 through 2: atom 1 (C): -0.415, atom 2 (C): -0.057



Which structure is the least stable? The one labeled entry two.



Entry one
Here is a single C4H6N2S molecule from the OMol25 dataset. Energies are from ωB97M-V/def2-TZVPD.

The geometry in XYZ format:
```
13
C4H6N2S ωB97M-V/def2-TZVPD
C 0.954 -1.124 -0.225
C -0.044 0.488 -1.296
C -1.404 0.381 -0.666
C -0.231 0.738 0.227
H 1.751 -0.209 2.704
H 1.355 -2.138 0.103
H -0.016 1.252 -2.027
H -2.058 1.294 -0.980
H -1.917 -0.536 -0.284
H -0.106 1.747 0.713
N 0.378 -0.400 0.765
N 0.767 -0.672 -1.388
S 0.570 -0.822 2.353
```

## Properties
SMILES string = SN1C=N[C@H]2C[C@H]21
highest occupied orbital energy = -0.322 Ha
LUMO = 0.70 eV

Results of the natural (NBO) charge analysis, in e, for atoms 1 through 2: atom 1 (C): 0.256, atom 2 (C): -0.079



Entry two
Here is a single C4H6N2S molecule from the OMol25 dataset. Energies are from ωB97M-V/def2-TZVPD.

The geometry in XYZ format:
```
13
C4H6N2S ωB97M-V/def2-TZVPD
C -1.562 0.139 0.872
C -2.627 0.127 0.164
C 0.701 0.195 0.045
C 1.720 -0.411 -0.809
N -0.476 -0.535 0.202
N 0.776 1.202 0.867
S -4.009 -0.281 -0.406
H -1.290 0.737 1.767
H 2.074 0.271 -1.586
H 2.539 -0.728 -0.219
H 1.399 -1.442 -1.302
H -0.833 -1.106 -0.500
H 1.587 1.832 0.905
```

## Properties
SMILES string = [H]/N=C(\C)NC=C=S
highest occupied orbital energy = -0.292 Ha
LUMO = -0.09 eV

Results of the natural (NBO) charge analysis, in e, for atoms 1 through 2: atom 1 (C): -0.187, atom 2 (C): -0.121



Entry three
Here is a single C4H6N2S molecule from the OMol25 dataset. Energies are from ωB97M-V/def2-TZVPD.

The geometry in XYZ format:
```
13
C4H6N2S ωB97M-V/def2-TZVPD
C 0.174 0.805 0.032
C 1.112 -0.240 0.013
C -2.109 0.006 0.282
C 2.565 0.121 0.061
N -1.116 0.620 0.008
N -3.270 -0.425 -0.121
S 0.678 -1.845 -0.019
H 0.500 1.836 0.042
H 2.728 1.182 -0.121
H 2.967 -0.126 1.044
H 3.116 -0.465 -0.673
H -3.466 -0.605 -1.101
H -3.880 -0.863 0.552
```

## Properties
highest occupied orbital energy = -0.279 Ha
LUMO = -0.30 eV

Results of the natural (NBO) charge analysis, in e, for atoms 1 through 2: atom 1 (C): -0.187, atom 2 (C): -0.095



Which structure is the least stable? The one labeled entry two.